C6H18N4 | ωB97M-V/def2-TZVPD

Structure (XYZ):
```
28
Properties=species:S:1:pos:R:3:forces:R:3
C -0.1010 2.2540 0.3972 -1.43 0.82 -1.62
C -2.2332 -0.0424 1.4164 0.64 1.87 -1.72
C 2.2138 -0.8927 -1.4383 -1.65 0.30 1.93
C 2.1480 -0.6070 1.0834 0.36 0.28 0.11
C -0.3926 1.5471 -0.9442 0.52 0.81 0.97
C -2.1581 -0.0597 -0.1076 0.85 -2.06 -0.31
N -0.1499 -2.0827 -0.4743 0.89 0.10 1.42
N 1.5173 -0.4398 -0.2005 0.30 0.12 -1.12
N -0.8841 0.2290 -0.7152 1.36 -2.52 -0.33
N 0.2191 -0.8054 0.0049 -2.78 1.71 -1.39
H 0.4094 3.1893 0.3579 0.65 0.67 -0.39
H -1.0361 2.4722 0.8639 -0.77 0.16 0.48
H 0.4004 1.5927 1.0098 1.19 -1.30 1.30
H -2.9547 -0.6872 1.7206 -2.92 -1.57 0.88
H -1.3754 -0.5868 1.7443 1.24 0.94 0.97
H -2.5309 1.0268 1.6600 1.16 -1.54 0.70
H 2.1088 -1.9149 -1.6182 -0.03 -2.05 0.12
H 1.7882 -0.4568 -2.2834 -0.91 1.22 -1.34
H 3.2212 -0.6420 -1.4259 1.82 0.58 0.36
H 3.2071 -0.5740 0.9701 0.99 0.02 -0.20
H 1.8954 0.2680 1.7066 -0.15 -0.71 0.15
H 1.8993 -1.5799 1.5230 -0.07 0.29 0.27
H -1.0257 2.1835 -1.6311 0.31 -1.02 0.71
H 0.5405 1.3522 -1.4411 0.52 0.44 -0.44
H -2.5072 -1.0296 -0.6050 0.09 1.11 1.04
H -2.7926 0.6929 -0.4097 -1.61 1.55 -1.26
H -0.8389 -2.3837 0.1958 -0.17 -0.45 -0.05
H -0.5882 -2.0233 -1.3594 -0.43 0.22 -1.23
```
Positions in Å, forces in eV/Å.

DFT total energy, eV: -12469.4709
Total charge: 0
E_HOMO, eV: -7.69
Max |F|, eV Å⁻¹: 3.553
Orbital gap, eV: 8.720
Energy relative to the best compared isomer or geometry (same formula, charge and spin), eV: 4.888
SMILES: CCN(CC)N(N)N(C)C

Mulliken population analysis, charges in e, atoms 1 to 2: C -1.003; C -1.074